Record 1
A structure of composition C36H18F15GeN4PtS. Source: OMol25; level of theory: ωB97M-V/def2-TZVPD.

Each line ends with the Mulliken charge.
Element x y z (Å)
Pt1 -0.371 -1.154 -1.296  2.2400
C1 1.727 -3.111 -2.577  -1.2267
N1 1.701 -1.691 -1.992  -0.0831
C2 1.947 -0.698 -3.086  -1.2688
C3 0.837 -0.485 -4.042  0.7398
C4 1.100 -0.095 -5.327  -0.6499
C5 0.041 -0.022 -6.282  -0.4974
C6 -1.231 -0.173 -5.760  -0.6994
C7 -1.427 -0.478 -4.409  -0.3980
N2 -0.403 -0.689 -3.602  -0.0017
C8 2.598 -1.550 -0.825  -1.7730
C9 1.949 -1.842 0.555  1.3099
C10 2.735 -2.333 1.618  -0.8853
C11 2.170 -2.680 2.815  -0.5936
C12 0.794 -2.431 2.954  -0.7338
C13 0.051 -1.917 1.890  -0.6791
N3 0.640 -1.659 0.727  0.0208
C14 0.575 -3.962 -2.157  0.7190
C15 0.687 -5.366 -2.347  -0.9245
C16 -0.279 -6.244 -1.837  -0.4955
C17 -1.366 -5.629 -1.193  -0.7951
C18 -1.420 -4.232 -1.060  -0.3071
N4 -0.426 -3.408 -1.482  -0.2168
H1 1.685 -3.019 -3.619  0.6285
H2 2.640 -3.695 -2.158  0.4562
H3 2.141 0.221 -2.573  0.6187
H4 2.916 -0.895 -3.684  0.3658
H5 2.124 0.091 -5.631  0.4716
H6 0.323 0.202 -7.323  0.4307
H7 -2.112 -0.007 -6.343  0.4237
H8 -2.416 -0.619 -4.048  0.5592
H9 3.539 -2.116 -1.035  0.4138
H10 2.872 -0.503 -0.760  0.4243
H11 3.796 -2.361 1.500  0.5574
H12 2.729 -3.014 3.664  0.4870
H13 0.276 -2.673 3.838  0.5608
H14 -0.983 -1.743 2.011  0.5265
H15 1.511 -5.694 -2.931  0.4993
H16 -0.133 -7.278 -1.854  0.5186
H17 -2.138 -6.242 -0.834  0.4652
H18 -2.153 -3.641 -0.518  0.4867
F1 -1.499 1.235 4.209  -0.3454
C19 -0.292 1.099 3.618  0.8662
C20 0.038 1.296 2.283  -0.2112
C21 1.391 1.084 1.972  -0.1705
F2 1.843 1.387 0.731  -0.6130
C22 2.373 0.768 2.878  0.4720
F3 3.631 0.830 2.487  -0.4054
C23 2.015 0.464 4.177  0.5205
F4 2.878 -0.092 5.045  -0.3672
C24 0.700 0.658 4.510  0.1798
F5 0.298 0.267 5.738  -0.3500
Ge1 -1.058 2.147 0.910  1.0722
S1 -1.326 0.977 -1.004  -0.5561
C25 -0.179 3.882 0.775  -0.1060
C26 0.393 4.388 -0.379  -0.1273
F6 0.221 3.864 -1.585  -0.3198
C27 1.220 5.478 -0.348  0.1102
F7 1.678 5.953 -1.488  -0.2979
C28 1.448 6.197 0.831  0.5977
F8 2.141 7.309 0.861  -0.2874
C29 0.925 5.708 1.985  0.1631
F9 1.129 6.302 3.154  -0.2855
C30 0.179 4.552 1.945  0.6795
F10 -0.294 4.061 3.143  -0.3710
C31 -2.841 2.274 1.753  -0.1404
C32 -3.558 1.103 1.969  0.0709
F11 -3.040 -0.114 1.795  -0.2086
C33 -4.869 1.090 2.402  0.0004
F12 -5.462 -0.104 2.588  -0.2950
C34 -5.554 2.253 2.559  0.6730
F13 -6.765 2.388 3.129  -0.2693
C35 -4.907 3.435 2.302  0.0766
F14 -5.587 4.597 2.418  -0.2932
C36 -3.567 3.455 1.976  0.1115
F15 -2.949 4.646 1.671  -0.2677

Its total charge is +1. The LUMO energy (spin up / spin down) is -2.69 / -3.52 eV. As for the multiplicity: 3. The gap between HOMO and LUMO (spin up / spin down) is 7.58 / 7.76 eV.

---

Record 2
A structure of composition C36H21F5N4O4PS2SeTi. Source: OMol25; level of theory: ωB97M-V/def2-TZVPD.

Each line ends with the Mulliken charge.
Element x y z (Å)
Ti1 -0.083 -0.441 0.017  -1.4096
Se1 6.156 -4.161 2.289  0.0905
N1 5.709 -2.423 2.221  -0.9533
C1 4.504 -2.358 1.694  0.7539
C2 3.790 -1.121 1.501  0.0300
C3 4.294 0.118 1.872  -0.3906
C4 3.504 1.244 1.707  -1.5320
C5 2.227 1.114 1.172  0.1641
N2 1.722 -0.042 0.763  0.7421
C6 2.483 -1.174 0.932  -0.0001
C7 1.893 -2.399 0.578  0.0057
N3 0.623 -2.345 0.070  1.0526
C8 -0.010 -3.477 -0.168  -0.1615
C9 0.562 -4.730 0.034  -1.3765
C10 1.860 -4.811 0.514  -0.4564
C11 2.556 -3.644 0.796  0.0218
C12 3.892 -3.620 1.337  0.8010
N4 4.605 -4.702 1.566  -0.9511
H1 5.282 0.176 2.308  0.5268
H2 3.853 2.219 2.018  0.3948
H3 1.578 1.973 1.085  0.4260
H4 -1.026 -3.388 -0.533  0.4170
H5 -0.012 -5.623 -0.169  0.3672
H6 2.336 -5.766 0.694  0.5214
O1 -1.457 0.851 -0.802  1.5897
P1 -2.292 1.268 -1.974  1.0273
C13 -2.089 0.192 -3.414  1.0257
C14 -2.270 -1.162 -3.115  -0.6295
C15 -2.218 -2.104 -4.125  -0.5655
C16 -1.960 -1.709 -5.432  -0.5928
C17 -1.781 -0.367 -5.730  -0.7279
C18 -1.867 0.588 -4.727  -0.3455
C19 -4.044 1.072 -1.592  0.3506
C20 -4.989 1.415 -2.558  -0.4266
C21 -6.333 1.197 -2.315  -0.6803
C22 -6.732 0.634 -1.106  -0.4116
C23 -5.788 0.284 -0.151  -0.6705
C24 -4.438 0.498 -0.389  -0.3521
C25 -2.044 3.026 -2.315  0.4366
C26 -2.758 3.905 -1.500  -0.8349
C27 -2.574 5.271 -1.627  -0.7250
C28 -1.674 5.766 -2.561  -0.6049
C29 -0.938 4.892 -3.348  -1.1871
C30 -1.114 3.523 -3.221  0.1824
H7 -2.450 -1.460 -2.087  0.2677
H8 -2.357 -3.152 -3.896  0.4181
H9 -1.899 -2.449 -6.219  0.3717
H10 -1.569 -0.062 -6.747  0.4264
H11 -1.764 1.639 -4.966  0.3772
H12 -4.658 1.848 -3.497  0.3520
H13 -7.069 1.453 -3.066  0.4103
H14 -7.784 0.462 -0.920  0.3787
H15 -6.107 -0.162 0.782  0.4814
H16 -3.687 0.217 0.342  0.2456
H17 -3.450 3.510 -0.767  0.4234
H18 -3.125 5.951 -0.990  0.4100
H19 -1.535 6.835 -2.664  0.3869
H20 -0.212 5.278 -4.052  0.4600
H21 -0.516 2.848 -3.818  0.2512
O2 -2.642 -1.161 2.878  -0.8081
S1 -1.471 -0.902 2.079  1.0353
O3 -0.244 -1.590 2.469  -0.6100
O4 -1.728 -1.281 0.615  -0.9560
S2 -0.987 1.031 1.961  -0.4900
F1 1.023 -2.371 -2.660  -0.4748
C31 1.308 -1.059 -2.800  0.1812
C32 0.906 -0.155 -1.820  1.3698
C33 1.248 1.158 -2.140  0.2513
F2 0.922 2.145 -1.266  -0.6681
C34 1.902 1.557 -3.289  -0.0653
F3 2.188 2.852 -3.523  -0.4202
C35 2.252 0.607 -4.228  0.7513
F4 2.863 0.962 -5.364  -0.3676
C36 1.952 -0.718 -3.974  0.0303
F5 2.278 -1.648 -4.884  -0.3614

The energy above the lowest of the compared OMol25 structures with the same formula, charge and spin is 34.5 kcal/mol. Its total charge is -1. The LUMO energy (spin up / spin down) is 2.08 / 2.14 eV. As for the multiplicity: 3. The gap between HOMO and LUMO (spin up / spin down) is 4.48 / 7.23 eV.

---

Record 3
A structure of composition C36H21FN5O14Ru. Source: OMol25; level of theory: ωB97M-V/def2-TZVPD.

Each line ends with the Mulliken charge.
Element x y z (Å)
Ru1 -0.579 -0.404 0.149  1.0658
O1 1.226 1.536 0.885  -0.0161
C1 2.314 1.556 -0.025  2.4249
C2 2.118 0.509 -1.164  -0.5293
O2 3.045 0.366 -1.956  -0.7233
O3 1.001 -0.100 -1.207  -0.7321
C3 2.437 2.904 -0.731  0.1216
C4 3.678 3.408 -1.106  -0.1419
C5 3.775 4.601 -1.804  -0.8919
C6 2.630 5.308 -2.145  -0.3798
C7 1.388 4.803 -1.795  -0.9393
C8 1.294 3.605 -1.100  -0.4929
C9 3.536 1.244 0.835  -0.6443
C10 4.316 0.107 0.679  -0.2184
C11 5.383 -0.136 1.537  -0.8554
C12 5.684 0.754 2.554  -0.3518
C13 4.905 1.893 2.718  -0.8196
C14 3.840 2.130 1.867  -0.1337
H1 0.516 2.135 0.625  0.3222
H2 4.571 2.850 -0.859  0.4508
H3 4.750 4.975 -2.089  0.3798
H4 2.706 6.241 -2.690  0.3758
H5 0.485 5.331 -2.071  0.3971
H6 0.303 3.218 -0.882  0.4929
H7 4.104 -0.585 -0.123  0.5342
H8 5.979 -1.030 1.402  0.4115
H9 6.517 0.562 3.219  0.3860
H10 5.124 2.593 3.515  0.3740
H11 3.223 3.009 2.002  0.4423
O4 -2.354 -4.052 -2.409  -0.6867
C15 -2.433 -3.141 -1.629  0.9279
O5 -1.189 -2.327 -1.482  -0.2056
C16 -3.501 -2.719 -0.795  -0.1446
C17 -4.620 -3.609 -0.831  -1.2089
C18 -5.725 -3.312 -0.073  0.0283
C19 -5.818 -2.201 0.748  -0.7213
C20 -4.708 -1.323 0.818  0.0784
C21 -3.545 -1.505 -0.012  0.6137
O6 -2.657 -0.591 -0.119  -1.1504
N1 -4.835 -0.221 1.676  0.8195
O7 -5.970 0.051 2.129  -0.7600
O8 -3.839 0.461 1.979  -0.5025
N2 -6.868 -4.230 -0.132  1.0776
O9 -6.810 -5.192 -0.882  -0.6726
O10 -7.838 -3.996 0.572  -0.6656
H12 -4.585 -4.484 -1.457  0.5436
H13 -6.694 -1.993 1.334  0.5977
F1 -3.248 5.071 2.693  -0.3555
C22 -3.416 3.866 3.273  0.4189
C23 -2.386 3.036 3.447  -0.1786
N3 -2.515 1.828 4.085  0.1389
C24 -1.449 0.840 3.998  -1.4728
C25 -1.061 0.510 2.563  1.9778
O11 -0.520 -0.620 2.372  -0.9243
O12 -1.281 1.326 1.644  -0.8646
C26 -3.755 1.389 4.534  0.4427
O13 -3.915 0.362 5.155  -0.6852
N4 -4.795 2.269 4.303  0.0119
C27 -4.762 3.504 3.682  0.3548
O14 -5.757 4.189 3.546  -0.6908
H14 -1.397 3.288 3.097  0.4292
H15 -1.821 -0.059 4.480  0.4057
H16 -0.557 1.169 4.539  0.2827
H17 -5.710 1.895 4.511  0.2516
N5 6.173 -4.745 -6.602  -0.5756
C28 5.257 -4.467 -5.961  0.0700
C29 4.117 -4.120 -5.163  0.6340
C30 4.076 -2.896 -4.493  -0.6541
C31 2.974 -2.556 -3.732  -0.6079
C32 1.895 -3.447 -3.627  0.2045
C33 1.945 -4.671 -4.304  -0.6481
C34 3.045 -5.007 -5.067  -0.5530
C35 0.765 -3.094 -2.834  -0.1414
C36 -0.199 -2.751 -2.205  0.2969
H18 4.905 -2.206 -4.575  0.4771
H19 2.927 -1.596 -3.231  0.7418
H20 1.107 -5.350 -4.219  0.5012
H21 3.081 -5.954 -5.589  0.4348

The energy above the lowest of the compared OMol25 structures with the same formula, charge and spin is 0.0 kcal/mol. Its total charge is -2. The LUMO energy (spin up / spin down) is 3.82 / 3.82 eV. As for the multiplicity: 6. The gap between HOMO and LUMO (spin up / spin down) is 4.35 / 7.55 eV.

---

Record 4
A structure of composition C36H24Cl4N3O6SSbV. Source: OMol25; level of theory: ωB97M-V/def2-TZVPD.

Each line ends with the Mulliken charge.
Element x y z (Å)
V1 1.163 -1.742 0.089  0.2923
Cl1 3.370 -0.025 6.705  -0.2283
C1 2.665 -0.693 5.270  0.0439
C2 1.314 -0.983 5.367  -0.6362
C3 0.630 -1.422 4.235  0.0515
Cl2 -0.988 -2.050 4.468  -0.1738
C4 1.284 -1.392 2.941  0.7025
O1 0.498 -1.729 1.893  -0.0902
C5 2.731 -1.345 2.893  0.5200
C6 3.456 -1.781 1.762  -0.2771
O2 2.914 -2.410 0.747  -0.3814
C7 3.385 -0.906 4.088  -0.8991
H1 0.735 -0.877 6.208  0.5833
H2 4.561 -1.609 1.711  0.3656
H3 4.459 -0.800 4.109  0.4311
O3 4.313 2.138 -4.223  -0.5311
C8 3.176 2.163 -3.382  0.4493
O4 2.540 3.144 -3.200  -0.3599
C9 2.949 0.768 -2.871  -0.4168
C10 3.224 -0.474 -3.435  -0.2767
N1 2.981 -1.469 -2.585  -0.3393
N2 2.419 -0.953 -1.442  0.7420
C11 2.375 0.388 -1.613  0.0908
C12 1.738 1.005 -0.485  0.6938
O5 1.123 2.179 -0.647  -0.8416
O6 1.625 0.311 0.569  -0.3449
H4 4.968 1.529 -3.807  0.3773
H5 3.798 -0.690 -4.375  0.4934
H6 3.035 -2.476 -2.759  0.0973
S1 -0.750 -0.817 -0.828  -0.4856
Sb1 -0.973 1.635 -0.389  0.9432
C13 -3.290 1.584 -0.340  0.3419
C14 -3.965 0.432 0.079  -0.2861
C15 -5.368 0.356 -0.036  -0.6226
C16 -6.060 1.513 -0.210  -0.4205
C17 -5.379 2.705 -0.344  -0.4430
C18 -3.988 2.763 -0.372  -0.2629
C19 -0.774 2.408 1.588  0.6111
C20 -1.219 1.604 2.639  -0.3678
C21 -1.338 2.151 3.916  -0.5407
C22 -0.984 3.475 4.170  -0.4511
C23 -0.526 4.242 3.148  -0.6997
C24 -0.424 3.698 1.860  -0.3347
C25 -1.135 2.277 -2.430  0.6618
C26 -0.255 3.297 -2.787  -0.6128
C27 -0.426 3.907 -4.041  -0.7877
C28 -1.334 3.395 -4.963  -0.4396
C29 -2.040 2.241 -4.647  -0.6406
C30 -1.931 1.689 -3.373  -0.3946
H7 -3.438 -0.512 0.298  0.1576
H8 -5.750 -0.631 -0.064  0.4394
H9 -7.126 1.578 -0.344  0.3656
H10 -5.938 3.638 -0.279  0.3492
H11 -3.513 3.797 -0.472  0.1897
H12 -1.516 0.547 2.431  0.3257
H13 -1.674 1.580 4.823  0.3279
H14 -0.982 3.832 5.200  0.3575
H15 -0.112 5.234 3.331  0.3680
H16 -0.068 4.252 1.008  0.4179
H17 0.611 3.511 -2.183  0.6037
H18 0.260 4.665 -4.342  0.4323
H19 -1.430 3.873 -5.929  0.4048
H20 -2.629 1.777 -5.474  0.3263
H21 -2.397 0.789 -3.015  0.4798
Cl3 3.153 -4.885 -1.707  -0.2785
C31 1.653 -5.440 -1.035  0.5131
C32 1.388 -6.795 -0.995  -0.3603
C33 0.223 -7.288 -0.453  -0.7324
C34 -0.787 -6.403 -0.020  -0.4933
C35 -0.629 -5.047 -0.065  0.5706
Cl4 -1.737 -4.031 0.568  -0.1058
C36 0.642 -4.558 -0.525  -0.5220
N3 0.825 -3.218 -0.499  -0.1534
H22 2.258 -7.490 -1.156  0.2693
H23 0.055 -8.316 -0.469  0.4296
H24 -1.627 -6.811 0.502  0.4118

The energy above the lowest of the compared OMol25 structures with the same formula, charge and spin is 85.7 kcal/mol. Its total charge is 0. The LUMO energy (spin up / spin down) is -1.10 / -1.13 eV. As for the multiplicity: 2. The gap between HOMO and LUMO (spin up / spin down) is 6.62 / 6.77 eV.

---

M in g mol⁻¹, matching the order above: 1091.29 890.51 867.65 941.19
E_tot in Eh, matching the order above: -5693.78201 -6792.60790 -2906.27812 -5425.12462